This record from the OMol25 dataset describes the ion C5H9N2O with charge +1. The level of theory is ωB97M-V/def2-TZVPD.

For the energy above the lowest of the compared OMol25 structures with the same formula, charge and spin, the calculation gives 343.9 kJ/mol. As for the HOMO-LUMO gap: 9.687 eV. For the max |F|, the calculation gives 4.7 eV/Å.

The geometry in ORCA input format:
```
! RIJCOSX wB97M-V def2-TZVPD def2/J DEFGRID3
* xyz 1 1
N 1.64 0.11 1.40
C 0.54 0.30 0.31
C -0.50 1.37 0.46
C -0.88 -0.09 0.50
C -1.58 -0.92 -0.89
N -0.67 -0.93 -1.91
C 0.54 -0.56 -1.84
O 1.23 0.02 -0.85
H 1.40 0.78 2.15
H 2.52 0.59 1.06
H 1.56 -0.91 1.53
H -0.87 1.95 -0.36
H -0.43 1.88 1.42
H -1.30 -0.54 1.49
H -1.81 -1.89 -0.61
H -2.55 -0.44 -1.14
H 1.15 -0.71 -2.73
*
```

Atom charges from the Löwdin analysis, given in e for atoms 1 to 2: 0.2907 -0.4279



This record from the OMol25 dataset describes a cluster of 4 separate species, C18H41O10P2 in total. The level of theory is ωB97M-V/def2-TZVPD.

As for the HOMO-LUMO gap: 9.456 eV. For the max |F|, the calculation gives 0.2 eV/Å.

The geometry in ORCA input format:
```
! RIJCOSX wB97M-V def2-TZVPD def2/J DEFGRID3
* xyz 1 1
C 3.82 -0.74 0.28
C 3.84 0.70 0.78
C 3.26 1.74 -0.19
C 1.89 2.24 0.15
O 0.87 1.18 -0.07
P -0.62 1.45 0.33
P -1.94 0.34 -0.97
C -3.52 1.12 -0.44
C -1.99 -1.27 -0.09
H 4.32 -0.81 -0.68
H 4.34 -1.40 0.97
H 2.80 -1.13 0.15
H 3.32 0.79 1.74
H 4.88 0.96 0.98
H 3.27 1.36 -1.22
H 3.88 2.64 -0.19
H 1.83 2.52 1.20
H 1.59 3.08 -0.49
H -0.92 2.81 0.13
H -0.73 1.30 1.73
H -4.24 0.92 -1.23
H -3.89 0.72 0.50
H -3.42 2.21 -0.35
H -2.29 -1.19 0.95
H -1.02 -1.78 -0.17
H -2.73 -1.86 -0.63
C 2.99 3.52 3.57
C 2.34 4.89 3.53
O 1.24 4.97 4.44
C 1.57 5.19 5.72
O 2.70 5.32 6.13
O 0.46 5.22 6.44
C 0.67 5.47 7.85
H 2.24 2.74 3.42
H 3.75 3.44 2.79
H 3.48 3.35 4.53
H 1.90 5.09 2.56
H 3.06 5.68 3.75
H 1.25 6.38 7.99
H 1.19 4.63 8.30
H -0.33 5.57 8.27
C -8.29 0.09 -5.68
C -7.64 -1.09 -5.01
O -6.23 -1.18 -5.33
C -5.43 -0.38 -4.65
O -5.74 0.37 -3.76
O -4.18 -0.55 -5.10
C -3.23 0.35 -4.52
H -8.13 0.05 -6.76
H -9.36 0.08 -5.49
H -7.89 1.03 -5.30
H -8.05 -2.03 -5.37
H -7.74 -1.05 -3.92
H -3.37 0.38 -3.44
H -3.36 1.35 -4.93
H -2.25 -0.04 -4.77
C 4.33 -7.78 -0.54
C 4.30 -6.64 0.45
O 3.99 -5.38 -0.19
C 2.71 -5.17 -0.45
O 1.79 -5.89 -0.17
O 2.61 -4.00 -1.09
C 1.28 -3.67 -1.48
H 5.03 -7.56 -1.35
H 4.65 -8.69 -0.04
H 3.34 -7.95 -0.97
H 5.27 -6.48 0.90
H 3.57 -6.82 1.24
H 0.60 -3.72 -0.63
H 0.91 -4.35 -2.25
H 1.34 -2.66 -1.88
*
```

Atom charges from the Löwdin analysis, given in e for atoms 1 to 2: -0.0991 -0.2479



This record from the OMol25 dataset describes a cluster of 2 separate species, C4H11N2O in total. The level of theory is ωB97M-V/def2-TZVPD.

For the energy above the lowest of the compared OMol25 structures with the same formula, charge and spin, the calculation gives 139.4 kJ/mol. As for the HOMO-LUMO gap (spin up / spin down): 7.012 / 8.629 eV. For the max |F|, the calculation gives 6.3 eV/Å.

The geometry in ORCA input format:
```
! RIJCOSX wB97M-V def2-TZVPD def2/J DEFGRID3
* xyz 1 3
C -1.66 0.07 -0.47
C 1.29 0.82 -0.53
C -2.92 -0.83 -0.66
C 1.63 0.12 1.80
N 1.19 0.46 -1.67
N 1.79 -0.21 0.39
O -0.87 -0.05 0.44
H -1.38 0.68 -1.25
H 1.24 1.91 -0.20
H -3.86 -0.44 -0.20
H -2.81 -1.73 -0.10
H -3.06 -1.10 -1.71
H 2.10 -0.69 2.40
H 2.14 1.07 2.09
H 0.49 0.23 1.87
H 0.90 1.07 -2.45
H 1.05 -0.89 0.06
H 2.73 -0.49 0.20
*
```

Atom charges from the Löwdin analysis, given in e for atoms 1 to 2: -0.3062 -0.2743



This record from the OMol25 dataset describes a structure of composition C3H4AlLiO3. The level of theory is ωB97M-V/def2-TZVPD.

For the energy above the lowest of the compared OMol25 structures with the same formula, charge and spin, the calculation gives 129.3 kJ/mol. As for the HOMO-LUMO gap (spin up / spin down): 6.216 / 9.305 eV. For the max |F|, the calculation gives 7.9 eV/Å.

The geometry in ORCA input format:
```
! RIJCOSX wB97M-V def2-TZVPD def2/J DEFGRID3
* xyz 3 2
O -0.24 -1.60 -0.23
C -1.15 -0.54 -0.50
C -0.90 0.62 0.41
O 2.21 2.72 0.30
C 2.56 1.62 0.20
O 2.34 0.46 0.14
Li -0.89 -3.29 -0.27
Al 1.22 -0.86 0.13
H -2.19 -0.89 -0.34
H -1.07 -0.22 -1.55
H -0.43 0.42 1.39
H -1.46 1.55 0.30
*
```

Atom charges from the Löwdin analysis, given in e for atoms 1 to 2: -0.2292 -0.2314



This record from the OMol25 dataset describes a structure of composition C42H39N9OPRuS2. The level of theory is ωB97M-V/def2-TZVPD.

For the energy above the lowest of the compared OMol25 structures with the same formula, charge and spin, the calculation gives 6.2 kJ/mol. As for the HOMO-LUMO gap (spin up / spin down): 7.224 / 6.378 eV. For the max |F|, the calculation gives 0.6 eV/Å.

The geometry in ORCA input format:
```
! RIJCOSX wB97M-V def2-TZVPD def2/J DEFGRID3
* xyz 2 6
Ru 0.12 0.22 -0.43
N -0.47 0.44 4.09
C -0.50 0.07 2.80
S 1.03 0.07 1.96
N -1.66 -0.28 2.30
N -1.56 -0.58 0.97
C -2.48 -1.33 0.48
C -2.38 -1.75 -0.92
C -3.36 -2.53 -1.51
C -3.21 -2.91 -2.83
C -2.08 -2.50 -3.53
C -1.15 -1.72 -2.86
N -1.28 -1.35 -1.59
H 0.40 0.61 4.56
H -1.31 0.34 4.64
H -3.29 -1.69 1.11
H -4.23 -2.83 -0.94
H -3.96 -3.52 -3.32
H -1.92 -2.77 -4.56
H -0.26 -1.37 -3.37
N 1.93 3.09 0.01
P 2.30 1.63 -0.77
C 4.01 1.32 -0.34
C 5.03 2.13 -0.85
C 6.34 1.90 -0.47
C 6.64 0.86 0.39
C 5.63 0.04 0.89
C 4.32 0.27 0.52
C 2.33 2.05 -2.54
C 2.77 1.10 -3.46
C 2.74 1.38 -4.82
C 2.27 2.61 -5.27
C 1.84 3.56 -4.35
C 1.87 3.28 -2.99
C 0.71 3.35 0.61
C 0.54 4.54 1.33
C -0.67 4.78 1.93
C -1.70 3.84 1.81
C -1.44 2.71 1.07
N -0.27 2.46 0.47
H 2.67 3.73 0.22
H 4.80 2.93 -1.54
H 7.13 2.53 -0.85
H 7.67 0.68 0.68
H 5.87 -0.77 1.56
H 3.52 -0.36 0.91
H 3.16 0.15 -3.12
H 3.09 0.65 -5.53
H 2.25 2.83 -6.33
H 1.49 4.53 -4.70
H 1.52 4.03 -2.29
H 1.35 5.24 1.41
H -0.83 5.68 2.50
H -2.66 3.98 2.27
H -2.20 1.94 0.97
N -1.22 3.16 -10.76
C -1.32 2.97 -9.63
C -1.44 2.74 -8.22
C -1.05 1.51 -7.70
C -1.17 1.27 -6.34
C -1.66 2.27 -5.51
C -2.05 3.50 -6.03
C -1.95 3.73 -7.39
N -1.74 2.04 -4.11
C -2.74 2.43 -3.26
C -2.37 2.03 -2.02
N -1.14 1.40 -2.09
C -0.80 1.42 -3.36
H -0.68 0.74 -8.36
H -0.89 0.31 -5.93
H -2.41 4.28 -5.37
H -2.24 4.68 -7.80
H -3.63 2.93 -3.61
H -2.90 2.14 -1.10
H 0.11 1.05 -3.79
C -1.49 -6.43 1.40
C -0.65 -5.48 0.60
C -0.08 -4.36 1.21
C 0.70 -3.47 0.49
C 0.91 -3.71 -0.86
C 0.35 -4.80 -1.50
C -0.42 -5.69 -0.76
S 1.87 -2.58 -1.82
C 3.53 -3.03 -1.33
O 1.70 -1.20 -1.17
H -0.95 -6.76 2.29
H -1.76 -7.31 0.82
H -2.41 -5.95 1.74
H -0.25 -4.18 2.26
H 1.13 -2.60 0.98
H 0.51 -4.97 -2.56
H -0.85 -6.56 -1.24
H 3.55 -3.22 -0.25
H 4.18 -2.21 -1.60
H 3.81 -3.93 -1.88
*
```

Atom charges from the Löwdin analysis, given in e for atoms 1 to 2: 1.2605 0.1066



This record from the OMol25 dataset describes a cluster of 3 separate species, C6H8N3O in total. The level of theory is ωB97M-V/def2-TZVPD.

For the energy above the lowest of the compared OMol25 structures with the same formula, charge and spin, the calculation gives 443.9 kJ/mol. As for the HOMO-LUMO gap (spin up / spin down): 7.425 / 7.424 eV. For the max |F|, the calculation gives 5.0 eV/Å.

The geometry in ORCA input format:
```
! RIJCOSX wB97M-V def2-TZVPD def2/J DEFGRID3
* xyz 1 1
C -2.99 0.16 0.02
C -2.82 -1.06 -0.67
C -0.93 -0.17 -0.19
C 2.41 -1.18 -0.64
C 1.57 0.84 -0.01
C 0.53 -0.26 -0.18
N -1.83 0.66 0.26
N 2.76 0.03 -0.14
N 1.13 -1.39 -0.55
O -1.53 -1.23 -0.72
H -3.92 0.51 0.34
H -3.73 -1.72 -1.00
H 3.17 -1.81 -1.25
H 1.53 1.83 -0.53
H 1.61 1.14 1.10
H -0.42 1.31 1.79
H 3.68 0.44 -0.23
H -0.19 1.90 2.61
*
```

Atom charges from the Löwdin analysis, given in e for atoms 1 to 2: -0.0820 0.0069



> Among the records above, which one has the highest max |F|?

C3H4AlLiO3